This record from the OMol25 dataset describes a cluster of 10 separate species, C40H110N10O10 in total in a non-equilibrium geometry. The level of theory is ωB97M-V with the def2-TZVPD basis set.

As for the energy: -2889.55917 a.u. As for the energy relative to the best compared isomer or geometry (same formula, charge and spin): 6.857 eV. The calculation puts the frontier orbital gap at 0.3378 Eh. The lowest unoccupied orbital energy is 0.0 eV. As for the SMILES: COC[C@H](C)N.COC[C@H](C)N.COC[C@H](C)N.COC[C@H](C)N.COC[C@H](C)N.COC[C@H](C)N.COC[C@H](C)N.COC[C@H](C)N.COC[C@H](C)N.COC[C@H](C)N.

Geometry (Å):
C  4.787  5.829  -3.321
C  3.311  6.219  -3.562
C  2.697  5.442  -4.735
O  1.382  5.927  -5.131
C  0.615  5.041  -6.021
N  2.610  5.823  -2.343
H  5.344  6.585  -2.767
H  5.278  5.725  -4.289
H  4.928  4.984  -2.647
H  3.234  7.295  -3.718
H  2.660  4.366  -4.561
H  3.243  5.504  -5.676
H  1.170  4.787  -6.924
H  -0.310  5.483  -6.393
H  0.373  4.148  -5.443
H  1.629  5.669  -2.529
H  2.890  4.866  -2.182
C  -3.467  -8.798  -2.895
C  -4.848  -8.135  -2.935
C  -4.917  -7.002  -1.928
O  -4.835  -7.459  -0.593
C  -4.953  -6.481  0.468
N  -5.172  -7.806  -4.256
H  -2.687  -8.039  -2.834
H  -3.287  -9.418  -3.773
H  -3.319  -9.461  -2.043
H  -5.452  -8.971  -2.580
H  -5.719  -6.295  -2.139
H  -4.110  -6.298  -2.133
H  -4.741  -5.473  0.111
H  -4.164  -6.551  1.216
H  -5.941  -6.448  0.927
H  -6.082  -7.400  -4.424
H  -4.446  -7.275  -4.714
C  -2.200  -4.027  -10.501
C  -1.266  -3.613  -9.290
C  -1.230  -4.756  -8.243
O  -2.383  -4.924  -7.440
C  -2.581  -3.826  -6.487
N  0.090  -3.161  -9.695
H  -2.388  -5.101  -10.517
H  -1.779  -3.812  -11.484
H  -3.110  -3.428  -10.514
H  -1.717  -2.700  -8.903
H  -0.364  -4.628  -7.593
H  -0.843  -5.644  -8.743
H  -2.010  -4.118  -5.605
H  -3.616  -3.874  -6.149
H  -2.391  -2.829  -6.884
H  0.585  -2.647  -8.980
H  0.705  -3.935  -9.900
C  0.526  -6.154  8.715
C  1.183  -4.755  8.844
C  1.229  -3.821  7.624
O  1.902  -2.605  7.886
C  1.571  -1.607  6.949
N  0.671  -4.092  10.038
H  -0.525  -6.069  8.441
H  0.356  -6.688  9.650
H  0.919  -6.797  7.927
H  2.228  -4.943  9.093
H  0.183  -3.542  7.493
H  1.602  -4.376  6.764
H  2.100  -1.732  6.004
H  1.963  -0.646  7.283
H  0.491  -1.470  6.890
H  1.101  -3.182  9.953
H  -0.295  -3.858  9.856
C  0.793  2.798  1.741
C  1.635  1.570  1.212
C  0.710  0.295  1.201
O  -0.628  0.501  0.772
C  -1.212  -0.701  0.380
N  1.941  1.755  -0.196
H  -0.137  3.054  1.233
H  1.441  3.651  1.946
H  0.527  2.624  2.783
H  2.574  1.425  1.747
H  0.568  -0.214  2.155
H  1.104  -0.461  0.523
H  -1.234  -1.383  1.229
H  -0.773  -1.223  -0.471
H  -2.271  -0.526  0.189
H  2.750  1.201  -0.436
H  1.278  1.205  -0.723
C  -7.756  4.005  4.900
C  -6.877  2.712  5.030
C  -5.794  2.927  6.089
O  -4.994  4.062  5.726
C  -4.004  3.736  4.724
N  -7.833  1.686  5.540
H  -8.386  4.171  5.775
H  -8.337  3.925  3.981
H  -7.193  4.938  4.908
H  -6.496  2.443  4.045
H  -5.246  1.985  6.104
H  -6.073  3.124  7.124
H  -4.518  3.517  3.788
H  -3.506  2.796  4.961
H  -3.338  4.544  4.419
H  -8.423  1.490  4.744
H  -8.537  2.047  6.168
C  7.328  6.074  6.971
C  8.337  6.873  6.127
C  7.963  6.928  4.632
O  8.193  5.662  3.969
C  7.170  5.577  2.918
N  8.252  8.222  6.759
H  7.608  6.058  8.024
H  7.369  5.044  6.615
H  6.254  6.258  6.982
H  9.361  6.519  6.242
H  8.447  7.812  4.215
H  6.924  7.256  4.604
H  6.190  5.287  3.297
H  7.429  4.764  2.241
H  7.048  6.490  2.335
H  8.809  8.806  6.151
H  7.309  8.578  6.703
C  -9.182  5.080  -1.183
C  -8.482  4.484  -2.386
C  -7.032  4.090  -2.079
O  -6.078  5.138  -1.811
C  -4.788  4.685  -1.420
N  -9.259  3.363  -2.842
H  -9.314  4.391  -0.350
H  -10.170  5.425  -1.488
H  -8.589  5.910  -0.799
H  -8.525  5.232  -3.177
H  -6.717  3.397  -2.859
H  -7.186  3.304  -1.340
H  -4.808  4.040  -0.542
H  -4.302  5.616  -1.126
H  -4.137  4.316  -2.213
H  -9.987  3.758  -3.420
H  -8.763  2.913  -3.599
C  2.366  -3.074  -3.696
C  3.319  -2.097  -4.343
C  2.599  -1.228  -5.390
O  3.539  -0.842  -6.405
C  3.011  0.083  -7.357
N  3.946  -1.170  -3.459
H  1.877  -3.815  -4.328
H  1.537  -2.569  -3.200
H  2.837  -3.694  -2.933
H  4.073  -2.692  -4.859
H  2.128  -0.353  -4.942
H  1.838  -1.782  -5.940
H  2.925  1.060  -6.882
H  2.004  -0.254  -7.599
H  3.702  0.010  -8.197
H  4.350  -1.709  -2.706
H  4.746  -0.728  -3.889
C  7.355  -3.674  2.663
C  5.983  -3.394  2.068
C  4.846  -4.304  2.580
O  3.642  -3.938  1.944
C  2.531  -4.828  2.101
N  5.780  -1.974  2.438
H  7.489  -4.751  2.568
H  7.491  -3.316  3.683
H  8.137  -3.205  2.066
H  6.043  -3.515  0.987
H  4.686  -4.200  3.653
H  5.053  -5.332  2.284
H  2.818  -5.830  1.780
H  1.837  -4.427  1.362
H  1.986  -4.814  3.045
H  5.886  -1.922  3.441
H  4.802  -1.776  2.278